Formula: C64H143N10O20
Source: OMol25
Level of theory: ωB97M-V/def2-TZVPD

```
! RIJCOSX wB97M-V def2-TZVPD def2/J DEFGRID3
* xyz 5 1
C -1.83136 3.18748 -5.76800
C -2.34922 1.86241 -6.25590
O -1.63438 1.00075 -6.63381
N -3.83426 1.55825 -6.22927
H -4.41164 2.15215 -6.80721
H -4.04356 0.62945 -6.56636
C -4.39062 1.65173 -4.75539
H -0.93635 2.92734 -5.20287
H -2.49723 3.66710 -5.05057
H -1.62381 3.87624 -6.58691
H -3.84580 1.00473 -4.06788
H -5.44081 1.36991 -4.67946
H -4.27969 2.72514 -4.60179
C -7.61933 -1.90194 3.99920
C -6.27985 -1.77737 3.33171
O -5.67031 -0.76258 3.23164
N -5.69067 -2.97646 2.65386
H -6.28831 -3.76934 2.83900
H -5.93961 -2.88442 1.67936
C -4.20121 -3.26554 2.80022
H -7.70352 -1.37775 4.95117
H -7.90989 -2.91791 4.26654
H -8.33170 -1.40512 3.34058
H -3.88528 -3.15174 3.83720
H -3.61800 -2.52299 2.25563
H -3.94955 -4.27745 2.48270
C -2.80003 -4.70575 -2.39101
C -3.37890 -5.96846 -1.75784
O -3.78296 -6.95168 -2.35925
N -3.66651 -5.79009 -0.25063
H -2.78879 -5.66864 0.23408
H -4.11900 -4.92346 0.00295
C -4.52542 -6.95956 0.31237
H -2.52268 -4.87373 -3.43165
H -1.77351 -4.54678 -2.06074
H -3.45056 -3.83118 -2.38549
H -5.50971 -6.85351 -0.14374
H -4.64285 -6.70088 1.36470
H -3.96851 -7.88451 0.16271
C 0.96734 -3.46276 5.19732
C 1.70007 -2.54813 4.20905
O 1.15138 -1.53731 3.79743
N 3.18172 -2.82056 3.83169
H 3.87116 -2.48082 4.48694
H 3.36761 -3.80076 3.67432
C 3.51994 -2.13710 2.42784
H 1.59032 -3.51405 6.09028
H 0.80395 -4.43021 4.72249
H -0.04727 -3.11793 5.39667
H 2.73644 -2.30787 1.68956
H 4.43697 -2.57345 2.03191
H 3.67118 -1.08355 2.66292
C -0.48150 4.47357 -1.66216
C 0.75548 3.97819 -0.76854
O 0.64039 3.96410 0.44046
N 2.02971 3.37944 -1.44399
H 2.08073 2.42199 -1.12649
H 1.93036 3.47136 -2.44488
C 3.34386 4.04448 -1.00261
H -0.30597 5.33261 -2.30974
H -1.37562 4.75579 -1.10628
H -0.83437 3.67274 -2.31197
H 4.12278 3.89259 -1.74983
H 3.56537 3.58691 -0.03842
H 3.04681 5.09219 -0.95613
C 0.83733 0.49437 6.86308
C 1.49350 1.55151 5.99252
C 2.71258 1.26387 5.11672
N 3.22019 2.41147 4.16585
C 3.33593 3.74578 5.01203
C 4.47610 3.80643 6.00994
C 5.80730 3.46299 5.32958
C 5.78888 2.14949 4.55631
C 4.63878 2.08260 3.54866
C 2.22678 2.59695 2.95287
H 0.15076 0.95608 7.57270
H 1.55074 -0.14446 7.38371
H 0.24435 -0.12871 6.19357
H 1.66154 2.38886 6.66981
H 0.73528 1.87166 5.27787
H 2.51679 0.37801 4.51256
H 3.55532 1.13601 5.79608
H 2.30089 3.98267 5.25837
H 3.49179 4.58144 4.32976
H 4.45814 3.20793 6.92075
H 4.63466 4.80852 6.40838
H 6.60848 3.23121 6.03135
H 6.17891 4.37459 4.86161
H 5.72520 1.38431 5.32996
H 6.67749 1.93462 3.96276
H 4.57547 1.13397 3.01557
H 4.89875 2.87244 2.84390
H 2.51016 3.33200 2.19955
H 1.23559 2.79824 3.35920
H 2.15111 1.60365 2.51045
C -4.77639 7.63786 6.85568
C -4.75106 6.38951 5.94325
C -3.98599 6.71931 4.65971
N -4.00979 5.61291 3.51937
C -3.19482 6.03197 2.29494
C -1.63300 6.01937 2.64697
C -1.22936 4.65008 3.25214
C -2.00283 4.29798 4.47105
C -3.51254 4.25949 4.07989
C -5.53634 5.50168 3.08463
H -5.42253 7.48489 7.72008
H -5.12733 8.48304 6.26355
H -3.76319 7.92593 7.13595
H -5.77754 6.21493 5.62080
H -4.49997 5.50975 6.53578
H -2.94598 6.88414 4.94137
H -4.37331 7.64205 4.22771
H -3.63288 7.00171 2.05874
H -3.38228 5.30062 1.50874
H -1.20537 6.76626 3.31584
H -1.02896 6.10811 1.74400
H -0.19640 4.60765 3.59751
H -1.29129 3.84047 2.52496
H -1.80051 4.97108 5.30417
H -1.55180 3.34161 4.73571
H -4.08990 4.05720 4.98202
H -3.69059 3.49052 3.32817
H -5.96347 6.47156 2.82966
H -6.11339 5.05898 3.89648
H -5.62129 4.78147 2.27089
C 6.43296 -3.55756 -0.34821
C 5.37407 -4.74806 -0.50385
C 4.01443 -4.34901 -1.11586
N 3.09723 -5.52912 -1.46456
C 1.75865 -4.83141 -1.89961
C 1.65247 -4.17836 -3.22238
C 2.30848 -5.07831 -4.27817
C 3.69912 -5.59334 -3.98339
C 3.66853 -6.41302 -2.64704
C 2.80001 -6.45798 -0.24337
H 6.47142 -2.89257 -1.21101
H 7.38310 -4.02738 -0.09406
H 6.04729 -2.95778 0.47619
H 5.30179 -5.04157 0.54340
H 5.96089 -5.50685 -1.02154
H 4.08541 -3.74764 -2.02218
H 3.43023 -3.81393 -0.36719
H 1.42004 -4.23741 -1.05072
H 1.05802 -5.65909 -2.00981
H 2.16826 -3.21819 -3.21184
H 0.57657 -4.04722 -3.33798
H 2.43813 -4.67241 -5.28143
H 1.69621 -5.96370 -4.44938
H 4.42700 -4.78646 -3.89832
H 4.03434 -6.16112 -4.85135
H 4.67202 -6.72755 -2.36035
H 2.95419 -7.23366 -2.71316
H 2.20731 -5.90586 0.48600
H 3.74807 -6.78161 0.18621
H 2.21337 -7.27708 -0.65935
C 1.23516 1.90744 -8.36431
C 1.82955 1.62077 -6.96157
C 2.88451 0.47219 -6.88158
N 3.47404 0.13597 -5.51041
C 4.05905 -1.33735 -5.54479
C 4.81054 -1.68161 -4.31433
C 5.89553 -0.61317 -3.89755
C 5.30339 0.81922 -3.96921
C 4.64188 1.10965 -5.25401
C 2.37740 0.17615 -4.47798
H 0.56962 2.75679 -8.21013
H 0.64228 1.07597 -8.74543
H 1.92159 2.13782 -9.17907
H 1.08069 1.37267 -6.20941
H 2.22561 2.58577 -6.64533
H 3.73936 0.63209 -7.53867
H 2.41868 -0.47101 -7.16697
H 4.79032 -1.43319 -6.34739
H 3.24763 -2.05184 -5.68337
H 5.27932 -2.66265 -4.39110
H 4.10260 -2.00275 -3.55027
H 6.84291 -0.64584 -4.43560
H 6.24864 -0.80251 -2.88387
H 6.03288 1.60633 -3.77837
H 4.63893 1.00215 -3.12473
H 5.30967 0.90878 -6.09174
H 4.28833 2.14003 -5.21637
H 2.70471 -0.33836 -3.57452
H 1.47794 -0.32507 -4.83553
H 2.10852 1.21349 -4.27868
C -1.24545 0.75971 3.08596
C -1.60515 -0.19289 1.88092
C -1.32373 0.54145 0.55865
N -1.67596 -0.20445 -0.76348
C -3.16580 -0.47862 -1.05884
C -0.93455 -1.59034 -0.90702
C -0.38538 -1.57546 -2.30163
C -0.74307 -0.33640 -2.99663
C -1.18705 0.66853 -1.89626
H -0.22348 1.13474 3.03105
H -1.18270 0.16755 3.99894
H -1.94519 1.59167 3.16529
H -2.67919 -0.37274 1.83395
H -1.08428 -1.15035 1.87266
H -0.23832 0.63667 0.58908
H -1.74278 1.54301 0.46193
H -3.51411 -1.08973 -0.22617
H -3.23535 -1.03953 -1.99085
H -3.62354 0.51025 -1.08536
H -1.51619 -2.45459 -0.58629
H -0.14350 -1.50476 -0.16202
H -0.80259 -2.33454 -2.96331
H 0.69093 -1.74761 -2.29762
H -1.61234 -0.53158 -3.62462
H -0.07748 0.14668 -3.71199
H -1.88971 1.44965 -2.18651
H -0.26769 1.16246 -1.58176
O 3.87261 1.33281 0.47317
C 3.27297 0.30438 -0.20120
O 3.93429 -0.72501 -0.21016
O 2.21115 0.56563 -0.81203
H 4.40818 0.60799 0.80391
O -5.98550 -2.15164 -2.11328
C -6.02264 -2.58189 -0.83568
O -6.88215 -2.25226 0.02474
O -5.09316 -3.35872 -0.52043
H -5.20890 -2.56692 -2.49542
O -3.51674 2.99238 -0.28097
C -4.08769 3.74844 -1.19568
O -3.61110 3.78406 -2.34378
O -5.07816 4.38236 -0.93961
H -4.21682 3.05555 0.37286
O -4.20227 -3.44859 -6.14594
C -4.07519 -2.20990 -5.75074
O -4.50127 -1.28915 -6.51431
O -3.51479 -2.11976 -4.62237
H -3.78579 -3.60861 -5.29592
O 0.47540 -4.75632 1.90161
C -0.58130 -4.83505 1.16165
O -0.71748 -5.53499 0.11541
O -1.53536 -4.13432 1.51199
H -0.10770 -4.36786 2.55787
*
```

LUMO level ... -0.389 hartree
HOMO energy ... -15.56 eV
Frontier orbital gap ... 4.98 eV